No. 1
Below is a molecular structure, C34H39ClIrN5O4SSi, with properties calculated with ωB97M-V with the def2-TZVPD basis set.

```
86
Properties=species:S:1:pos:R:3:forces:R:3
Ir 0.173515 0.856595 0.091759 1.72 1.13 -0.59
C 3.265759 3.905221 -0.700755 -0.21 -0.24 -0.20
C 2.502316 2.634771 -1.048748 0.69 0.20 0.39
N 1.134022 2.685557 -0.660184 -0.87 -2.00 2.61
N 0.323362 3.297739 -1.569356 -1.85 0.40 -0.82
C -1.004241 3.326055 -1.423436 1.59 0.95 -0.58
N -1.729179 4.009713 -2.369969 0.00 0.08 0.04
S -1.760608 2.680269 -0.063637 0.31 -1.67 0.86
C 3.154397 1.215401 -0.851425 -0.96 1.43 -1.51
C 4.605059 1.135683 -0.606304 0.82 -0.32 0.50
C 5.150779 0.073045 0.024183 -0.10 0.91 -0.51
C 4.303628 -0.945953 0.518831 -0.81 -0.69 0.31
C 2.938956 -0.770291 0.392715 0.88 -0.81 0.49
N 2.341219 0.226917 -0.224953 -2.75 0.17 0.72
H 2.683326 4.763433 -1.036516 0.01 0.14 -0.01
H 4.238507 3.939911 -1.183788 0.13 0.02 -0.01
H 3.387554 3.973995 0.379019 0.02 0.03 0.08
H 0.684718 3.458139 -2.513264 -0.03 -0.15 0.33
H -1.360016 3.886971 -3.312356 -0.13 0.03 0.22
H -2.712682 3.776453 -2.323320 0.20 -0.09 -0.06
H 5.214666 1.928526 -1.008517 0.11 0.11 0.00
H 6.223611 0.000700 0.163923 0.01 0.08 -0.05
H 4.704821 -1.816963 1.009208 -0.08 -0.13 0.09
H 2.274516 -1.505224 0.832261 -0.01 -0.05 0.05
C 0.107535 0.845648 2.363079 0.03 -0.07 -2.14
Si -0.921323 -0.628276 2.844664 0.04 -0.80 -0.35
C -0.564305 -1.952525 1.477160 -0.03 0.21 0.75
N -0.821057 -1.414762 0.139825 0.46 1.39 0.37
C -0.198750 -2.228698 -0.913778 0.42 -0.33 -0.44
C -1.043077 -3.451228 -1.270961 0.02 0.18 0.07
C -2.340785 -2.998885 -1.950356 -0.04 0.00 0.04
C -2.702366 -1.578240 -1.501953 0.11 -0.07 0.02
C -2.279412 -1.328096 -0.061592 -0.80 0.23 -0.26
C -2.803120 -0.378989 2.922735 0.50 0.17 0.04
C -3.375737 0.826359 2.534562 0.08 0.06 0.04
C -4.748549 0.990138 2.493465 -0.22 0.12 -0.04
C -5.584711 -0.054858 2.850946 -0.05 0.06 -0.03
C -5.034221 -1.261801 3.250240 -0.14 -0.14 0.03
C -3.659840 -1.417253 3.281238 0.15 -0.13 0.08
C -0.411444 -1.469702 4.479527 -0.02 0.42 -0.18
C -1.191692 -1.421956 5.633465 -0.14 0.06 -0.22
C -0.758959 -1.979608 6.822780 -0.04 -0.07 0.24
C 0.481210 -2.591142 6.894040 0.02 -0.03 0.01
C 1.284719 -2.630373 5.765778 0.16 -0.16 0.15
C 0.840564 -2.073260 4.582339 -0.03 0.02 -0.26
H 1.129631 0.749313 2.728953 0.11 -0.07 -0.05
H -0.286747 1.793747 2.719251 -0.05 0.16 -0.08
H -1.115769 -2.893250 1.628501 -0.02 0.05 0.09
H 0.493478 -2.205911 1.543837 0.12 0.04 0.07
H 0.790378 -2.538310 -0.570796 -0.03 0.15 0.01
H -0.059146 -1.603844 -1.797526 0.04 -0.02 0.05
H -1.267091 -4.005385 -0.355040 0.03 -0.08 -0.03
H -0.472159 -4.113956 -1.923504 0.04 -0.01 0.07
H -3.146500 -3.695986 -1.700758 -0.01 0.02 -0.06
H -2.217832 -3.009458 -3.034398 -0.04 -0.03 -0.02
H -3.778892 -1.421425 -1.580285 0.01 0.11 0.01
H -2.226465 -0.845567 -2.147659 -0.07 0.05 0.00
H -2.780003 -2.070153 0.580485 0.09 0.07 -0.03
H -2.622815 -0.340766 0.252940 0.02 -0.13 -0.02
H -2.736918 1.640774 2.233665 0.09 0.20 -0.03
H -5.167275 1.933151 2.170209 -0.01 0.06 -0.02
H -6.659747 0.065960 2.811747 -0.02 0.02 0.01
H -5.682253 -2.084324 3.528823 0.02 -0.02 0.01
H -3.241726 -2.367589 3.586439 0.02 -0.13 0.04
H -2.158759 -0.942670 5.590693 -0.15 0.05 0.05
H -1.390403 -1.939824 7.701233 -0.03 0.02 0.02
H 0.821201 -3.033146 7.821165 0.01 0.00 0.04
H 2.259211 -3.098926 5.813612 0.04 0.00 -0.02
H 1.479665 -2.101236 3.711806 0.19 -0.03 -0.10
C 2.790924 1.776041 -2.189198 0.29 -0.80 0.80
C 2.619540 1.485140 -3.520754 0.22 0.18 -0.94
C 2.681274 0.148542 -4.000244 -0.01 0.27 0.30
C 2.479700 -0.131746 -5.327841 0.06 -0.15 -0.12
C 2.263195 0.893074 -6.243981 -0.02 0.04 -0.07
C 2.249500 2.213225 -5.805313 0.05 0.07 -0.32
C 2.418619 2.515384 -4.479205 0.20 -0.28 0.15
H 2.844980 -0.634836 -3.275816 0.00 -0.13 0.06
H 2.480866 -1.161501 -5.662613 0.01 -0.02 -0.01
H 2.095970 0.667400 -7.288678 0.00 -0.02 -0.02
H 2.091724 3.009648 -6.520868 -0.03 0.05 -0.03
H 2.417564 3.546254 -4.153379 -0.04 0.11 0.09
O -2.238148 1.291477 -3.247241 -1.10 -0.01 0.35
Cl -0.883392 1.046417 -3.604503 -0.64 0.21 -0.67
O -0.326752 2.269296 -4.103353 0.40 0.62 -0.53
O -0.810358 0.035955 -4.591276 0.14 -0.78 -0.70
O -0.150954 0.619858 -2.451701 0.91 -0.49 1.39
```
Positions in Å, forces in eV/Å.

Summary:
Strongest force on any atom in eV/A: 3.40
Lowest unoccupied orbital energy (spin up / spin down) in eV: 2.425 / 2.425
E_tot in eV: -85596.9275
Multiplicity: 2
Orbital gap (spin up / spin down) in eV: 5.690 / 5.641
ΔE to the lowest compared entry with this formula, charge and spin in kJ/mol: 279.9
Total charge: -1


No. 2
Below is a molecular structure, C34H39CuN5O3P2S, with properties calculated with ωB97M-V with the def2-TZVPD basis set.

```
85
Properties=species:S:1:pos:R:3:forces:R:3
Cu -0.354496 -2.603234 3.287130 0.06 0.87 1.64
C -0.878325 2.431642 3.277915 -0.04 0.03 0.52
C -1.201926 1.556141 2.320056 -0.17 -0.36 0.83
C -0.726966 1.364062 0.910046 0.21 -0.65 -0.49
C 0.549489 0.525986 0.625562 -0.29 0.24 -0.76
C 1.817795 0.875744 1.341861 0.08 -0.05 0.70
C 2.017782 1.927021 2.144683 0.46 -0.19 -0.32
C 1.259496 3.215191 2.191936 -0.45 0.13 0.57
C 0.369335 3.253494 3.438824 -0.38 0.79 -0.40
C 1.560132 -2.904427 3.492530 0.66 0.24 0.29
H -1.623728 2.601720 4.076219 0.69 -0.73 -0.04
H -1.944612 0.803715 2.628988 -0.31 0.72 -0.32
H -0.682730 2.316210 0.363392 -0.04 -0.32 0.19
H -1.541410 0.770919 0.451932 0.39 0.40 0.01
H 0.292185 -0.530615 0.837531 0.27 0.22 0.11
H 0.716469 0.538297 -0.470401 -0.12 -0.03 0.26
H 2.605449 0.111574 1.280923 -0.39 0.10 0.37
H 2.821297 1.883186 2.884693 0.24 0.01 -0.53
H 0.624325 3.347960 1.317493 0.35 0.19 -0.03
H 1.964028 4.061836 2.258428 -0.11 -0.40 -0.22
H 0.961260 2.956348 4.323569 -0.54 -0.17 -0.29
H 0.049831 4.281937 3.667769 0.20 -0.06 -0.11
H 1.820666 -2.209069 4.315886 -0.30 -0.27 -0.56
H 1.846472 -2.511030 2.507884 0.08 -0.03 0.14
H 1.991622 -3.898922 3.687121 -0.65 0.27 -0.21
P 1.492297 -1.089418 -3.233740 1.67 -0.19 -2.62
P -1.881132 -0.756066 -3.123773 -1.16 1.95 -1.87
N 2.846237 -0.035429 -3.445282 0.71 0.77 0.45
N 2.204171 -2.347670 -4.310596 -0.50 -0.74 0.44
N -2.116495 1.001452 -3.293075 0.39 0.52 0.86
N -3.465935 -1.082051 -3.762478 -0.85 -1.22 -0.27
C 0.476126 -0.265091 -4.562060 -0.37 -0.17 0.37
C -0.884917 -0.940255 -4.696852 -0.23 -0.30 0.52
C 3.803166 0.211693 -2.453476 0.23 0.69 -1.13
C 4.798673 1.007917 -2.997679 -0.92 -0.51 -0.25
C 4.459717 1.248173 -4.374283 -1.13 -0.97 0.52
C 3.275640 0.575556 -4.627909 0.71 0.59 0.85
C 2.429558 -3.650329 -3.855918 0.14 0.09 -1.25
C 2.899995 -4.416315 -4.915581 -0.33 0.89 0.30
C 2.979450 -3.558555 -6.063978 -0.53 1.01 1.14
C 2.562633 -2.290343 -5.659672 -0.04 -1.33 0.34
C -2.099790 1.811187 -2.152665 0.41 0.80 -1.09
C -1.958394 3.137887 -2.533810 -0.32 -1.11 -0.20
C -1.981490 3.166037 -3.965920 0.05 -1.41 0.27
C -2.074240 1.849227 -4.403941 0.25 0.71 0.71
C -4.246769 -0.388487 -4.703671 -0.63 -1.26 0.30
C -5.360578 -1.165824 -5.009588 1.56 -0.02 0.94
C -5.248587 -2.390079 -4.254655 0.80 0.73 0.05
C -4.083526 -2.318356 -3.510080 -0.68 1.00 -0.91
H 0.965109 -0.298039 -5.540304 -0.03 0.01 0.42
H 0.373818 0.788633 -4.266829 -0.04 -0.17 -0.08
H -1.437527 -0.552550 -5.560999 0.00 -0.13 0.28
H -0.772964 -2.025708 -4.834263 0.04 0.14 -0.13
H 3.665754 -0.189063 -1.463302 0.03 0.04 0.04
H 5.667923 1.382971 -2.495065 0.11 0.02 0.20
H 4.981566 1.837186 -5.102189 0.23 0.09 -0.04
H 2.709068 0.510855 -5.544448 0.20 0.17 0.30
H 2.231461 -3.905198 -2.825118 0.01 -0.01 -0.11
H 3.148531 -5.464180 -4.889489 0.02 0.01 0.09
H 3.282228 -3.817857 -7.063315 0.10 -0.04 0.00
H 2.496502 -1.377310 -6.226514 0.04 -0.23 0.02
H -2.233961 1.379301 -1.181634 0.19 -0.06 0.03
H -1.846420 3.975722 -1.867567 -0.18 0.05 0.03
H -1.939150 4.031617 -4.600677 0.00 0.08 -0.07
H -2.167197 1.475676 -5.411666 0.25 0.02 0.11
H -3.980035 0.592578 -5.056317 -0.08 -0.14 0.15
H -6.142816 -0.881722 -5.686872 -0.14 0.01 -0.06
H -5.947001 -3.204139 -4.276467 -0.06 -0.16 0.08
H -3.626017 -3.005038 -2.821500 -0.05 -0.12 0.08
O 0.249985 2.578482 6.606350 0.25 -0.86 -0.28
S 0.669437 1.192130 6.668694 -0.81 -0.41 -0.17
O 2.067241 0.933000 6.937362 -0.74 -0.02 -0.47
N 0.077231 0.288885 5.407323 0.25 -1.48 -0.89
C -0.702127 -0.759947 5.750400 1.79 2.58 -0.74
O -1.062179 -1.723510 4.979372 0.04 0.11 -0.12
C -1.085952 -0.624949 7.178745 -0.77 -1.45 0.53
C -1.982885 -1.419143 7.894570 0.37 0.43 0.53
C -2.096130 -1.205853 9.284782 0.01 0.34 -0.77
C -1.333141 -0.210854 9.919235 0.14 -0.17 0.04
C -0.430557 0.571084 9.187514 -0.45 -0.51 -0.65
C -0.349256 0.343352 7.812123 0.02 0.36 1.88
H -2.552075 -2.167486 7.351530 0.01 0.01 0.28
H -2.817394 -1.787269 9.850010 0.17 0.04 0.02
H -1.420136 -0.070012 11.004874 0.00 -0.05 -0.55
H 0.199831 1.327790 9.630323 -0.08 0.03 0.19
```
Positions in Å, forces in eV/Å.

Summary:
Strongest force on any atom in eV/A: 3.23
Lowest unoccupied orbital energy (spin up / spin down) in eV: -1.369 / -3.053
E_tot in eV: -123530.5163
Multiplicity: 2
Orbital gap (spin up / spin down) in eV: 6.985 / 5.298
ΔE to the lowest compared entry with this formula, charge and spin in kJ/mol: 0.0


No. 3
Below is a molecular structure, C34H39GeN5OsSSeTe, with properties calculated with ωB97M-V with the def2-TZVPD basis set.

```
83
Properties=species:S:1:pos:R:3:forces:R:3
Os -1.176800 0.494805 -0.738839 -1.61 -3.17 -2.18
C -0.805200 -4.972495 0.254761 0.05 -0.10 -0.05
C -0.528600 -4.430895 1.498861 -0.06 -0.22 -0.10
C -0.674100 -3.075995 1.731261 -0.04 0.48 0.06
C -1.119800 -2.223695 0.709761 -0.19 -0.97 -0.59
C -1.287900 -2.779195 -0.571739 0.04 0.32 0.12
C -1.154900 -4.130295 -0.791439 0.04 -0.18 0.09
N -1.364600 -0.867395 0.833161 -0.12 1.30 -0.03
C -1.847000 -0.256895 1.962361 -0.08 0.74 -0.24
C -2.182700 -0.840195 3.194161 -0.10 -0.11 0.10
C -2.559900 -0.057595 4.267661 0.07 -0.05 -0.23
C -2.648000 1.329705 4.160161 0.01 0.16 0.07
C -2.444300 1.932705 2.939561 0.01 -0.04 -0.19
C -2.082000 1.157405 1.835261 -0.42 -1.06 1.59
N -1.997300 1.634505 0.562561 0.91 1.06 -1.41
N -2.299300 2.890105 0.270761 -0.51 0.15 1.00
C -2.094900 3.185005 -1.014039 0.48 -0.23 -0.67
C -2.471900 4.441805 -1.537139 0.07 -0.21 -0.05
C -2.248300 4.713905 -2.859339 0.06 -0.14 0.18
C -1.626100 3.752405 -3.667939 0.00 -0.18 0.19
C -1.269100 2.545805 -3.111039 -0.09 -0.01 -0.67
N -1.498500 2.243905 -1.830239 -0.53 0.30 1.16
H -0.732800 -6.035295 0.090761 0.07 -0.16 0.00
H -0.207700 -5.076295 2.306361 0.03 0.02 0.02
H -0.412400 -2.678795 2.701061 -0.02 0.05 0.00
H -1.521800 -2.116995 -1.398039 -0.09 -0.19 0.13
H -1.336000 -4.528595 -1.780739 0.00 -0.02 -0.07
H -2.188000 -1.911895 3.308161 0.11 -0.01 -0.02
H -2.792800 -0.538895 5.207561 -0.02 -0.02 0.04
H -2.908000 1.923805 5.023561 -0.04 0.05 0.03
H -2.576100 2.993905 2.795361 -0.02 0.08 0.02
H -2.950600 5.141005 -0.873439 -0.03 0.09 0.10
H -2.539900 5.666005 -3.274839 -0.05 0.09 -0.04
H -1.447700 3.942905 -4.712639 0.13 -0.03 -0.10
H -0.775700 1.780505 -3.700139 -0.08 0.01 0.05
Te -4.104700 -0.259395 -1.397039 1.61 0.52 0.33
C -3.868300 -1.882195 -2.704039 0.51 0.32 -0.24
C -4.492400 -3.096695 -2.695939 -0.03 0.39 0.38
C -4.063000 -3.954695 -3.730739 0.08 -0.14 -0.34
C -3.119300 -3.387995 -4.527039 0.14 0.29 0.03
S -2.745500 -1.785995 -4.024339 -0.60 -0.29 0.28
H -5.236400 -3.365595 -1.964939 -0.03 -0.04 0.15
H -4.441600 -4.953195 -3.872339 -0.04 -0.11 -0.05
H -2.622900 -3.806695 -5.381039 0.07 -0.16 -0.14
C 1.382100 1.769005 5.130961 0.44 -0.16 -0.24
Ge 3.003300 1.154005 4.171561 -0.03 -0.04 -0.39
C 3.259200 -0.797895 4.401061 -0.05 0.49 -0.01
C 4.633600 2.173705 4.687861 -0.50 -0.31 -0.09
C 2.644700 1.468805 2.220261 -0.07 -0.22 0.51
Se 1.181500 0.309805 1.596161 0.42 0.31 0.26
C 2.262800 -0.933995 0.565661 0.01 0.16 0.02
H 1.382800 1.438405 6.165561 0.02 -0.06 0.12
H 0.494900 1.371605 4.641761 -0.07 -0.09 -0.06
H 1.317400 2.853305 5.119561 0.03 0.15 -0.02
H 3.280200 -1.063795 5.453561 0.01 -0.02 0.16
H 4.188900 -1.129095 3.946661 0.14 0.01 -0.06
H 2.436500 -1.329595 3.929161 -0.11 0.00 -0.05
H 4.886100 2.017105 5.731961 0.00 -0.05 0.16
H 4.478600 3.237205 4.532961 -0.05 0.14 -0.04
H 5.480200 1.860005 4.083961 0.08 -0.07 -0.10
H 3.507800 1.269305 1.587261 0.09 0.06 0.03
H 2.319800 2.497205 2.058961 0.07 0.01 -0.03
H 3.001200 -1.390195 1.221361 -0.01 -0.07 -0.02
H 2.749700 -0.405995 -0.252739 0.01 -0.04 0.01
H 1.590000 -1.690695 0.167761 0.00 -0.05 0.02
C 1.673900 2.479805 -1.401439 -0.27 -0.03 0.11
C 1.998800 1.414505 -2.411339 -0.50 -0.27 0.45
C 3.078700 1.624405 -3.242639 0.29 -0.01 -0.31
C 3.469900 0.704405 -4.202039 -0.24 0.08 0.16
C 2.756300 -0.479295 -4.330939 0.23 0.01 -0.10
C 1.677900 -0.753695 -3.523839 -0.54 0.19 0.38
C 0.937500 -2.046195 -3.641239 0.04 0.04 -0.01
C 1.230000 0.207505 -2.552439 2.44 0.34 -1.62
N 0.155800 -0.041695 -1.844939 -1.93 1.07 2.18
H 2.560200 2.753505 -0.826639 0.05 -0.05 -0.04
H 0.896600 2.168505 -0.697439 0.28 0.09 -0.12
H 1.325000 3.380505 -1.910539 -0.04 0.07 0.00
H 3.629900 2.548505 -3.146539 0.08 0.11 0.07
H 4.316700 0.911605 -4.837739 0.07 0.00 -0.08
H 3.045100 -1.198295 -5.085439 0.04 -0.11 0.02
H 1.446600 -2.713795 -4.332339 0.00 -0.08 -0.02
H -0.074800 -1.867995 -4.002139 -0.03 -0.08 0.06
H 0.859400 -2.526795 -2.665739 -0.08 -0.11 -0.01
```
Positions in Å, forces in eV/Å.

Summary:
Strongest force on any atom in eV/A: 4.17
Lowest unoccupied orbital energy (spin up / spin down) in eV: -1.468 / -1.372
E_tot in eV: -185797.7122
Multiplicity: 1
Orbital gap (spin up / spin down) in eV: 5.441 / 5.513
ΔE to the lowest compared entry with this formula, charge and spin in kJ/mol: 83.4